Record 1
Entry from the OMol25 dataset: a 10-piece molecular cluster, C42H37BN9O18 overall at a distorted geometry (wB97M-V/def2-TZVPD).

```
107
Properties=species:S:1:pos:R:3:mulliken_charge:R:1
O -1.9562 -1.3476 0.4139 -0.66
C -1.3315 -0.3516 0.6515 -0.35
O -1.4659 0.4188 1.7293 -0.90
B -0.5766 1.5966 1.7368 1.56
O 0.1783 1.4036 0.5134 0.12
C -0.2143 0.3707 -0.1848 0.57
O 0.2793 -0.0122 -1.2361 -0.38
O 0.3740 1.5920 2.9011 -0.65
C 0.3016 2.7397 3.5101 0.95
O 1.0089 3.2204 4.4369 -0.66
C -0.6816 3.6850 2.7748 0.36
O -1.1981 2.9414 1.7973 -0.50
O -0.9868 4.8724 3.1245 -0.59
C 1.6860 4.5298 7.4890 -0.81
C 0.9504 5.3040 6.4116 0.44
N 0.3495 5.9954 5.6575 -0.44
H 1.8951 3.5366 7.0918 0.22
H 0.8881 4.4623 8.2285 0.29
H 2.5366 5.0948 7.8704 0.35
C 3.1468 1.6425 0.2081 0.09
C 2.9964 3.1021 0.1006 0.13
N 2.8647 4.2437 0.0640 -0.54
H 2.9325 1.3002 1.2205 0.09
H 4.1712 1.2760 0.1409 0.64
H 2.5078 1.1545 -0.5278 -0.33
C -3.6403 -4.2999 1.1786 -0.10
C -4.6552 -3.8366 2.1295 0.19
N -5.4728 -3.3510 2.8327 -0.47
H -3.2657 -3.5967 0.4347 0.04
H -3.8813 -5.2929 0.7991 0.40
H -2.7708 -4.4797 1.8109 -0.01
C 0.3102 4.4725 -1.3892 -0.01
C 0.0047 5.4847 -0.2752 0.15
N -0.1497 6.2751 0.5301 -0.43
H 0.3721 3.4625 -0.9840 -0.45
H 1.2623 4.7890 -1.8152 0.43
H -0.4568 4.2636 -2.1350 0.33
C 0.6317 -3.8998 2.2640 -0.61
C 0.7571 -2.4896 2.4171 -0.26
C 2.0310 -1.9415 2.1213 -0.36
C 3.0060 -2.7650 1.6499 0.01
C 2.9085 -4.0823 1.5607 0.06
C 1.7606 -4.7297 1.8528 -0.86
N 4.2699 -2.1483 1.1192 0.98
O 5.3198 -2.8534 1.1341 -0.61
O 4.2210 -1.0169 0.7473 -0.51
H -0.2465 -4.3531 2.6994 0.44
H 0.0723 -1.7934 2.8784 0.41
H 2.0813 -0.8630 2.0944 0.33
H 3.7587 -4.6431 1.2014 0.47
H 1.5894 -5.7785 1.6598 0.42
C -2.4433 -2.1864 -5.2466 -0.50
C -2.4559 -3.5780 -5.2734 -0.57
C -1.8497 -4.3233 -4.2116 -0.54
C -1.4285 -3.7088 -3.0373 -0.75
C -1.4076 -2.2921 -2.9980 0.79
C -1.9720 -1.5604 -4.1001 -0.32
N -0.9530 -4.4813 -1.8659 0.86
O -1.0303 -5.7482 -1.9292 -0.63
O -0.5823 -3.9453 -0.8247 -0.27
H -2.8875 -1.5424 -5.9912 0.43
H -2.9136 -4.0820 -6.1118 0.38
H -1.6753 -5.3872 -4.2760 0.46
H -0.9454 -1.6974 -2.2240 0.42
H -1.8667 -0.4860 -4.0687 0.32
C -0.2066 2.1379 -4.3706 -0.16
C -1.3893 2.0087 -3.6043 -0.43
C -2.5888 2.2120 -4.2309 -0.16
C -2.7293 2.4095 -5.6023 -0.09
C -1.5469 2.4853 -6.4040 -0.43
C -0.2939 2.2692 -5.7904 -0.76
N -4.0189 2.3460 -6.3066 0.85
O -5.0516 2.0945 -5.5822 -0.56
O -4.0393 2.7429 -7.4557 -0.55
H 0.7072 2.1009 -3.7961 0.40
H -1.3836 1.8462 -2.5366 0.54
H -3.4840 2.2832 -3.6310 0.45
H -1.6925 2.4029 -7.4710 0.42
H 0.6228 2.3227 -6.3589 0.42
C 3.4590 -0.9149 -3.4521 -0.40
C 4.7281 -1.1944 -3.8122 -0.65
C 5.4136 -2.2569 -3.2070 -0.52
C 4.6994 -3.1830 -2.4837 -0.23
C 3.3104 -2.9237 -2.2192 -0.21
C 2.7204 -1.7589 -2.6812 0.15
N 5.3534 -4.3767 -1.9647 1.05
O 4.6561 -5.0815 -1.2175 -0.59
O 6.5185 -4.6092 -2.1330 -0.62
H 3.0520 -0.0062 -3.8704 0.39
H 5.2218 -0.4373 -4.4035 0.35
H 6.4727 -2.3881 -3.3722 0.46
H 2.7238 -3.7015 -1.7533 0.53
H 1.6613 -1.5743 -2.5781 0.29
C -2.0313 -0.0171 4.9962 -0.26
C -1.4551 0.9362 5.7808 -0.47
C -2.0058 2.1961 5.8101 -0.26
C -3.2162 2.5406 5.0718 -0.19
C -3.7666 1.5334 4.2418 -0.38
C -3.1642 0.2752 4.2136 -0.24
N -3.7358 3.9303 5.1045 1.03
O -3.5301 4.6450 6.0753 -0.59
O -4.2550 4.3059 4.0163 -0.55
H -1.6588 -1.0175 4.8329 0.44
H -0.5347 0.8636 6.3412 0.33
H -1.4727 2.9456 6.3761 0.38
H -4.4792 1.6925 3.4459 0.35
H -3.6530 -0.3710 3.4996 0.38
```

Results
* HOMO-LUMO gap: 7.5804 eV
* HOMO energy: -7.33 eV
* LUMO energy: 0.250 eV
* ΔE to the lowest compared entry with this formula, charge and spin: 4.018 eV
* total charge: -1



Record 2
Entry from the OMol25 dataset: C42H38ClInN5O9S as an isolated structure at a distorted geometry (wB97M-V/def2-TZVPD).

```
97
Properties=species:S:1:pos:R:3:mulliken_charge:R:1
In -1.2807 -0.5631 -1.0117 2.20
N -2.0242 1.4764 -1.7068 -0.62
C -2.5453 1.2712 -3.0716 -0.60
C -1.5982 0.3707 -3.8748 0.62
O -1.5809 0.4665 -5.0925 -0.82
O -0.8928 -0.4490 -3.1622 -0.74
H -2.7100 1.8951 -1.0943 0.27
H -1.1771 2.0472 -1.7614 0.45
H -2.6865 2.2005 -3.6170 0.53
H -3.4911 0.7349 -3.0136 0.24
O -7.1537 -1.2310 1.4926 -0.58
C -6.5006 -0.5669 2.4126 0.45
O -6.9510 -0.3988 3.5247 -0.64
C -5.1642 0.0099 2.0383 -0.37
C -4.4191 0.8168 2.8750 0.40
Cl -4.7227 1.1590 4.5147 -0.16
N -3.3204 1.2449 2.1963 0.59
N -3.3123 0.7234 0.9604 -0.48
C -4.3892 -0.0186 0.8358 0.37
C -4.5565 -0.7914 -0.4646 0.79
O -5.6627 -1.3185 -0.6905 -1.00
O -3.5440 -0.9116 -1.2053 -0.53
C -2.2482 2.1332 2.5474 0.24
C -1.0697 2.0509 1.8077 0.51
C -0.0078 2.8890 2.0986 -0.53
C -0.1081 3.8249 3.1185 -0.86
C -1.2915 3.9221 3.8331 -0.87
C -2.3636 3.0843 3.5558 -0.76
H -6.6627 -1.2423 0.5915 0.45
H -0.9810 1.3097 1.0328 0.54
H 0.9050 2.8002 1.5194 0.64
H 0.7260 4.4746 3.3518 0.47
H -1.3965 4.6697 4.6104 0.38
H -3.2786 3.1899 4.1115 0.44
C 2.6972 -4.6525 -1.0983 -0.93
C 2.4528 -3.4314 -1.7663 -0.16
C 1.2342 -2.8288 -1.6586 -0.01
C 0.1956 -3.3939 -0.8733 0.55
C -1.0400 -2.7132 -0.6574 -0.24
C -2.0564 -3.3760 -0.0139 -0.62
C -1.8804 -4.6968 0.4645 -0.84
C -0.6717 -5.3214 0.3506 -0.96
C 0.4038 -4.6814 -0.3126 0.74
C 1.6872 -5.2778 -0.4232 -0.88
H 3.6805 -5.1061 -1.1462 0.39
H 3.2348 -2.9762 -2.3666 0.51
H 1.0139 -1.9163 -2.2025 0.33
H -3.0090 -2.8835 0.1376 0.39
H -2.7062 -5.1987 0.9596 0.46
H -0.5219 -6.3200 0.7489 0.35
H 1.8542 -6.2446 0.0428 0.37
C -2.7025 -2.5652 3.7480 -0.95
C -1.6609 -1.4797 3.9785 -0.38
S -0.5608 -1.3404 2.5289 0.22
O -1.4077 -0.5477 1.5621 -0.86
C 0.5693 -0.1357 3.2836 0.42
C 1.6505 -0.8377 4.0976 -1.36
H -3.4240 -2.5972 4.5660 0.43
H -2.2276 -3.5443 3.6673 0.34
H -3.2434 -2.3723 2.8197 0.01
H -1.0217 -1.7073 4.8354 0.60
H -2.1208 -0.4970 4.1094 0.04
H -0.0319 0.5663 3.8640 0.42
H 1.0057 0.3879 2.4330 -0.44
H 1.2386 -1.3557 4.9665 0.33
H 2.3868 -0.1152 4.4545 0.42
H 2.1611 -1.5684 3.4668 0.29
O 1.8243 -0.8500 0.7810 -0.61
C 1.8534 -0.0101 -0.1009 -1.74
N 3.0297 0.5071 -0.6076 0.28
C 2.7800 1.3305 -1.7763 4.04
C 1.2319 1.4608 -1.6563 -1.23
O 0.5919 2.2672 -2.3082 -0.87
N 0.7611 0.6159 -0.6839 1.36
C 3.3858 2.7236 -1.6693 -0.89
C 3.8333 3.2222 -0.4520 -0.43
C 4.3130 4.5233 -0.3562 -0.98
C 4.3485 5.3373 -1.4780 -0.39
C 3.9013 4.8431 -2.6975 -0.91
C 3.4224 3.5459 -2.7937 -0.19
C 3.2109 0.6039 -3.0484 -0.50
C 2.3000 -0.0437 -3.8737 -0.24
C 2.7439 -0.7621 -4.9788 -0.69
C 4.0972 -0.8332 -5.2711 -0.45
C 5.0115 -0.1751 -4.4559 -0.86
C 4.5709 0.5358 -3.3507 -0.27
H 3.8648 -0.0503 -0.5349 0.37
H 3.7984 2.5852 0.4235 0.43
H 4.6616 4.8998 0.5984 0.41
H 4.7110 6.3550 -1.4019 0.39
H 3.9272 5.4728 -3.5785 0.40
H 3.0590 3.1681 -3.7412 0.50
H 1.2332 0.0042 -3.6799 0.35
H 2.0119 -1.2596 -5.6032 0.51
H 4.4411 -1.3989 -6.1287 0.40
H 6.0702 -0.2127 -4.6845 0.40
H 5.2915 1.0482 -2.7206 0.44
```

Results
* HOMO-LUMO gap: 7.7634 eV
* HOMO energy: -5.68 eV
* LUMO energy: 2.085 eV
* ΔE to the lowest compared entry with this formula, charge and spin: 0.445 eV
* total charge: -1